18
Properties=species:S:1:pos:R:3:forces:R:3 method="wB97M-V/def2-TZVPD" orbital_gap_ha=0.35548 smiles="O=CNc1nc(Cl)c(NC=O)c(Cl)n1" lumo_ev=-0.15
N 1.10594 -0.05604 0.97041 0.36 -2.10 1.90
H -2.20647 -2.07440 0.32400 0.84 -1.37 0.16
C -3.46771 -0.62336 0.45244 0.62 4.42 -0.82
Cl -1.71874 0.92553 -2.16775 -0.36 -0.38 1.06
O 3.57470 -0.74727 -0.81251 -0.99 -4.02 0.51
C 1.35766 0.69484 -0.04683 -2.15 0.33 0.31
Cl -0.47375 -1.52271 2.50257 0.38 -0.49 0.45
N 2.61590 1.16637 -0.19368 -0.49 3.75 0.48
N -2.21678 -1.09904 0.20609 -1.78 -1.20 0.10
H 4.49610 0.81202 -0.89769 2.01 2.32 0.33
C 3.62315 0.39308 -0.52032 1.38 -0.30 -2.18
H -4.29390 -1.28680 0.70376 0.25 -0.60 -0.09
C -0.72904 0.57230 -0.75504 -0.09 0.39 -2.31
C -1.02334 -0.39481 0.20089 -2.47 0.35 -1.87
C -0.07832 -0.64698 1.10164 2.24 1.41 0.80
O -3.63259 0.59686 0.35510 -0.61 -1.61 0.60
H 2.63530 2.13701 -0.53255 0.31 -0.71 0.29
N 0.43188 1.15340 -0.89052 0.56 -0.22 0.28